# 1
{"formula": "H6N2O", "method": "ωB97M-V/def2-TZVPD", "total_energy_ha": -188.268713, "e_lumo_ev": 1.00, "relative_energy_kcal_mol": 21.30, "fmax_ev_per_a": 3.6, "e_homo_ev": -9.8, "multiplicity": 1, "smiles": "NO.N", "species": ["N", "O", "H", "H", "H", "N", "H", "H", "H"], "positions_angstrom": [[-0.025185, -0.779899, 1.884936], [-0.264740, 0.438161, 1.242544], [-0.937185, -0.863643, 2.412010], [-0.045401, -1.498083, 1.155150], [0.557529, 0.970329, 1.217278], [0.119125, 0.661329, -1.982213], [0.971752, 0.428517, -1.359188], [-0.708666, 0.274314, -1.628215], [0.332772, 0.368974, -2.942302]], "atomic_forces_ev_per_a": [[-1.191, -0.648, 1.251], [0.290, 1.631, -1.216], [1.517, -0.407, -0.577], [-0.129, 0.204, 0.168], [-0.505, -0.790, 0.376], [3.610, 0.452, 0.173], [-2.244, 0.351, -1.442], [-1.020, -0.794, 0.520], [-0.328, 0.000, 0.748]]}

---

# 2
{"formula": "C4H6N2O", "method": "ωB97M-V/def2-TZVPD", "total_energy_ha": -340.753265, "e_lumo_ev": 0.82, "relative_energy_kcal_mol": 26.13, "fmax_ev_per_a": 0.6, "e_homo_ev": -7.4, "multiplicity": 1, "smiles": "Nc1c[nH]c(O)c1", "species": ["N", "C", "C", "N", "C", "O", "C", "H", "H", "H", "H", "H", "H"], "positions_angstrom": [[1.005891, -1.732865, 1.166179], [0.576576, -0.615991, 0.411453], [1.175570, 0.613699, 0.325818], [0.321770, 1.431405, -0.410009], [-0.760208, 0.712874, -0.798097], [-1.757016, 1.340226, -1.472516], [-0.623739, -0.579042, -0.362630], [1.027056, -1.484580, 2.150743], [0.322021, -2.475506, 1.060898], [2.143986, 0.957649, 0.657621], [0.463646, 2.405790, -0.622898], [-2.577359, 0.864162, -1.291642], [-1.136114, -1.450411, -0.743011]], "atomic_forces_ev_per_a": [[-0.038, -0.046, 0.029], [0.100, 0.325, -0.132], [0.007, -0.223, 0.099], [-0.160, 0.134, -0.090], [0.284, -0.031, 0.022], [-0.081, -0.067, -0.157], [0.095, -0.036, -0.149], [0.123, -0.150, -0.158], [0.229, 0.021, 0.079], [-0.235, -0.001, 0.107], [-0.074, -0.172, 0.107], [0.169, 0.110, -0.106], [-0.419, 0.135, 0.349]]}

---

# 3
{"formula": "C3H2FO2Sc", "method": "ωB97M-V/def2-TZVPD", "total_energy_ha": -1126.198774, "e_lumo_ev": [-6.96, -7.03], "relative_energy_kcal_mol": 0.00, "charge": 1, "fmax_ev_per_a": 5.1, "e_homo_ev": [-12.5, -12.5], "s_squared": 0.752, "multiplicity": 2, "species": ["F", "O", "O", "C", "C", "C", "H", "H", "Sc"], "positions_angstrom": [[-1.733324, 0.978540, 1.400584], [1.179451, -0.994814, -0.101155], [-1.822449, -1.170920, 0.779236], [0.721108, 0.025983, -0.765550], [-0.499551, 0.563370, -0.351105], [-1.207543, -0.142870, 0.680785], [0.938480, 0.083332, -1.845307], [-0.665117, 1.612443, -0.587618], [3.088946, -0.955064, 0.790129]], "atomic_forces_ev_per_a": [[0.344, -1.010, 0.754], [4.361, -1.493, 1.897], [2.553, 1.316, 0.041], [-4.132, 0.624, -1.077], [4.740, -0.639, -1.238], [-4.924, 1.020, 0.607], [0.920, 0.797, 0.496], [-0.852, -0.500, -0.197], [-3.010, -0.115, -1.282]]}

---

# 4
{"formula": "C5H13NO", "method": "ωB97M-V/def2-TZVPD", "total_energy_ha": -328.272619, "e_lumo_ev": 0.78, "relative_energy_kcal_mol": 29.01, "fmax_ev_per_a": 5.1, "e_homo_ev": -9.7, "multiplicity": 1, "smiles": "CC(N)=O.CCC", "species": ["C", "C", "N", "O", "H", "H", "H", "H", "H", "C", "C", "C", "H", "H", "H", "H", "H", "H", "H", "H"], "positions_angstrom": [[-1.458471, -2.480714, 0.119891], [-0.419319, -2.198208, -0.898552], [-0.571169, -2.601494, -2.167396], [0.707343, -1.900196, -0.479434], [-2.213221, -2.990707, -0.364553], [-1.812239, -1.588484, 0.572050], [-1.016401, -3.254145, 0.912943], [0.121310, -2.186053, -2.797855], [-1.440877, -2.737476, -2.766240], [1.502034, 3.080278, 0.845935], [1.149132, 1.640469, 0.391307], [-0.314126, 1.264818, 0.779016], [1.252008, 2.978008, 1.944470], [0.933327, 3.834470, 0.427573], [2.573074, 3.312075, 0.667044], [1.172274, 1.549384, -0.685089], [1.781283, 1.011932, 0.843842], [-1.051784, 2.035502, 0.563678], [-0.469172, 0.281942, 0.276327], [-0.425007, 0.948598, 1.815045]], "atomic_forces_ev_per_a": [[1.567, -1.845, 1.475], [2.636, -0.807, 2.482], [-1.245, 0.456, -4.003], [-0.955, 0.637, -0.974], [-2.172, -0.972, -0.721], [-0.262, 0.675, 0.608], [-0.793, 2.034, -1.628], [0.098, -0.489, 0.619], [1.113, 0.271, 2.137], [1.237, -2.677, 1.975], [-3.566, 3.456, -1.357], [1.016, -1.497, -0.186], [0.688, 0.928, -0.878], [-1.389, 1.423, -0.949], [-0.588, -0.142, 0.386], [0.485, -0.141, -0.354], [2.450, -2.606, 1.388], [-0.009, -0.160, -0.300], [-0.512, 0.937, -0.123], [0.198, 0.520, 0.403]]}